(1)
Computed, not measured: 2 unconnected molecules or ions with the total composition C5H14NO, with ωB97M-V/def2-TZVPD.

Calculated values
- frontier orbital gap (eV) = 9.87
- charge = +1
- highest occupied orbital energy (eV) = -14.979

Geometry as XYZ:
```
21
C5H14NO | the OMol25 dataset | ωB97M-V/def2-TZVPD
C -0.135 -1.962 1.916
C -0.915 -1.993 0.549
C -0.977 -0.585 -0.080
C 0.493 -0.230 -0.403
C 0.751 1.586 -2.085
N 0.386 0.373 -1.857
H -0.202 -3.018 2.436
H -0.545 -1.277 2.627
H 0.952 -1.751 1.879
H -1.901 -2.314 0.773
H -0.498 -2.798 -0.081
H -1.382 0.166 0.594
H -1.497 -0.498 -1.029
H 1.112 -1.116 -0.420
H 1.017 0.504 0.254
H 0.382 2.108 -2.962
H 1.583 2.049 -1.451
H 0.180 -0.320 -2.567
H 1.020 2.249 1.786
H -0.145 3.202 1.723
O 0.239 2.414 1.256
```



(2)
Computed, not measured: 2 unconnected molecules or ions with the total composition C5H14NO, with ωB97M-V/def2-TZVPD.

Calculated values
- frontier orbital gap (eV) = 9.90
- charge = +1
- highest occupied orbital energy (eV) = -13.190

Geometry as XYZ:
```
21
C5H14NO | the OMol25 dataset | ωB97M-V/def2-TZVPD
C 0.383 -0.445 0.795
C 1.502 0.416 0.184
C 1.010 1.353 -0.913
C -0.194 2.873 0.689
C -0.138 2.261 -0.487
N -0.362 -1.170 -0.300
H -0.324 0.213 1.286
H 0.822 -1.239 1.385
H 1.941 0.935 1.029
H 2.177 -0.295 -0.277
H 0.712 0.846 -1.828
H 1.802 2.060 -1.172
H 0.462 2.628 1.515
H -0.897 3.699 0.798
H -0.926 2.449 -1.190
H 0.261 -1.818 -0.779
H -1.141 -1.736 0.071
H -0.834 -0.565 -0.972
H -2.198 -3.669 0.810
H -1.385 -4.594 -0.164
O -1.687 -3.689 -0.013
```



(3)
Computed, not measured: 2 unconnected molecules or ions with the total composition C5H14NO, with ωB97M-V/def2-TZVPD.

Calculated values
- frontier orbital gap (eV) = 9.89
- charge = +1
- highest occupied orbital energy (eV) = -13.292

Geometry as XYZ:
```
21
C5H14NO | the OMol25 dataset | ωB97M-V/def2-TZVPD
C -0.260 -0.989 0.198
C -1.267 0.159 0.078
C -1.164 1.072 -1.134
C -0.240 1.993 -1.304
C -2.105 0.696 -2.204
N 1.119 -0.530 0.797
H -0.438 -1.907 0.836
H -0.206 -1.555 -0.764
H -1.432 0.888 0.882
H -2.260 -0.377 -0.068
H 0.473 2.075 -0.474
H -0.062 2.772 -1.946
H -2.450 -0.414 -2.136
H -3.075 1.202 -2.111
H -1.881 0.830 -3.212
H 1.841 -0.921 0.228
H 1.085 0.529 0.676
H 1.333 -0.849 1.756
H 4.351 -1.259 3.061
H 3.065 -1.655 3.844
O 3.575 -1.759 2.997
```



Name the least stable of them. (3).



(1)
Computed, not measured: a gas-phase ion, C5H14NO (charge +1), with ωB97M-V/def2-TZVPD.

Calculated values
- frontier orbital gap (eV) = 11.83
- charge = +1
- SMILES = C[NH+](C)C(C)(C)O
- highest occupied orbital energy (eV) = -14.855

Geometry as XYZ:
```
21
C5H14NO | the OMol25 dataset | ωB97M-V/def2-TZVPD
C -0.314 -1.860 0.291
N -0.637 -0.468 0.248
C -1.699 -0.225 -0.867
C 0.694 0.415 -0.026
C 1.687 -0.006 1.079
C 0.126 2.129 0.046
O 1.112 0.183 -1.241
H 0.308 -2.073 -0.597
H 0.264 -2.089 1.139
H -1.259 -2.376 0.199
H -1.114 -0.139 1.096
H -1.826 0.733 -1.319
H -1.353 -0.766 -1.789
H -2.526 -0.788 -0.471
H 2.041 -0.920 0.627
H 1.203 -0.196 2.034
H 2.563 0.573 1.267
H 0.858 2.547 0.703
H -0.876 1.992 0.410
H 0.204 2.613 -0.967
H 0.544 0.721 -1.861
```



(2)
Computed, not measured: 2 unconnected molecules or ions with the total composition C5H14NO, with ωB97M-V/def2-TZVPD.

Calculated values
- frontier orbital gap (spin up / spin down) (eV) = 9.36 / 8.55
- charge = +1
- highest occupied orbital energy (spin up / spin down) (eV) = -12.676 / -12.493

Geometry as XYZ:
```
21
C5H14NO | the OMol25 dataset | ωB97M-V/def2-TZVPD
C -0.739 1.673 0.336
C -2.738 -0.826 -0.090
C 2.073 0.488 0.497
C 0.991 -1.683 -0.214
C -0.341 0.351 -0.273
N 0.824 -0.416 0.474
O 0.142 0.355 -1.534
H -0.096 1.672 1.209
H -1.763 1.727 0.600
H -0.578 2.469 -0.411
H -2.568 -1.772 0.549
H -2.865 -0.910 -1.250
H -3.094 0.130 0.330
H 1.744 1.458 0.584
H 2.720 0.160 1.282
H 2.697 0.465 -0.460
H 0.686 -2.509 0.410
H 0.435 -1.666 -1.068
H 2.025 -1.845 -0.329
H 0.496 -0.488 1.390
H -0.050 1.169 -2.033
```



(3)
Computed, not measured: 2 unconnected molecules or ions with the total composition C5H14NO, with ωB97M-V/def2-TZVPD.

Calculated values
- frontier orbital gap (eV) = 10.74
- charge = +1
- highest occupied orbital energy (eV) = -14.371

Geometry as XYZ:
```
21
C5H14NO | the OMol25 dataset | ωB97M-V/def2-TZVPD
C -0.616 2.036 0.147
C 0.458 -1.500 -0.967
C 1.629 -0.307 0.808
C -0.703 -0.930 1.019
C -0.374 1.092 -0.972
N 0.411 -0.552 0.123
O -1.338 0.525 -1.640
H -0.389 3.068 -0.295
H -0.099 1.920 1.080
H -1.805 2.014 0.460
H 0.221 -2.484 -0.643
H -0.184 -1.289 -1.876
H 1.581 -1.477 -1.480
H 2.496 -0.307 0.174
H 1.465 0.623 1.428
H 1.781 -1.209 1.457
H -1.759 -1.059 0.616
H -0.467 -1.890 1.437
H -0.711 -0.179 1.810
H 0.473 1.295 -1.670
H -2.069 0.608 -1.015
```



(4)
Computed, not measured: a gas-phase ion, C5H14NO (charge +1), with ωB97M-V/def2-TZVPD.

Calculated values
- frontier orbital gap (eV) = 12.17
- charge = +1
- SMILES = C[C@H]([NH3+])CCCO
- highest occupied orbital energy (eV) = -15.196

Geometry as XYZ:
```
21
C5H14NO | the OMol25 dataset | ωB97M-V/def2-TZVPD
C 0.144 -0.735 2.354
C 0.158 -0.487 0.876
N 1.413 0.254 0.479
C -1.077 0.317 0.372
C -0.951 0.926 -1.019
C -0.506 -0.034 -2.115
O 0.881 -0.354 -1.877
H -0.080 0.153 2.939
H 1.080 -1.148 2.739
H -0.615 -1.479 2.629
H 0.167 -1.354 0.214
H 1.495 0.294 -0.546
H 2.250 -0.243 0.823
H 1.444 1.219 0.874
H -1.368 1.066 1.131
H -1.842 -0.420 0.350
H -0.286 1.800 -1.051
H -1.915 1.309 -1.265
H -1.076 -0.957 -2.144
H -0.608 0.505 -3.071
H 1.292 -0.632 -2.691
```



Name the least stable of them. (2).



(1)
Computed, not measured: 2 unconnected molecules or ions with the total composition C5H14NO, with ωB97M-V/def2-TZVPD.

Calculated values
- frontier orbital gap (eV) = 7.30
- charge = +1
- highest occupied orbital energy (eV) = -12.362

Geometry as XYZ:
```
21
C5H14NO | the OMol25 dataset | ωB97M-V/def2-TZVPD
C 2.316 -1.290 -0.343
C 1.986 -0.659 -1.699
C 0.422 -0.336 -1.747
C -0.009 0.872 -0.944
C -0.352 0.692 0.392
N -1.619 1.337 0.859
H 1.824 -0.757 0.470
H 3.395 -1.343 -0.246
H 1.803 -2.242 -0.219
H 2.079 -1.351 -2.532
H 2.513 0.282 -1.837
H -0.088 -1.190 -1.322
H 0.261 0.017 -2.767
H 0.333 1.787 -1.437
H 0.426 0.811 1.138
H -1.425 2.101 1.516
H -2.183 0.657 1.411
H -2.237 1.611 0.093
H -2.579 -0.308 3.588
H -3.903 -0.348 2.923
O -2.963 -0.341 2.704
```



(2)
Computed, not measured: 2 unconnected molecules or ions with the total composition C5H14NO, with ωB97M-V/def2-TZVPD.

Calculated values
- frontier orbital gap (eV) = 9.11
- charge = +1
- highest occupied orbital energy (eV) = -12.613

Geometry as XYZ:
```
21
C5H14NO | the OMol25 dataset | ωB97M-V/def2-TZVPD
C 0.090 1.066 -0.243
C -0.746 -0.107 -0.905
C -1.031 -1.336 -0.050
C -1.915 -1.403 0.913
C -2.565 -2.594 1.452
N 1.506 1.270 -0.964
H -0.478 1.984 -0.237
H 0.425 0.730 0.748
H -1.761 0.280 -1.267
H -0.216 -0.442 -1.726
H -0.792 -2.399 -0.220
H -2.228 -0.296 1.030
H -3.700 -2.618 1.576
H -2.519 -3.546 0.949
H -2.356 -2.723 2.607
H 2.136 1.848 -0.339
H 1.953 0.421 -1.183
H 1.451 1.753 -1.861
H 4.620 2.834 0.650
H 4.266 2.466 -0.894
O 3.861 2.811 -0.036
```



(3)
Computed, not measured: 2 unconnected molecules or ions with the total composition C5H14NO, with ωB97M-V/def2-TZVPD.

Calculated values
- frontier orbital gap (eV) = 10.32
- charge = +1
- highest occupied orbital energy (eV) = -13.560

Geometry as XYZ:
```
21
C5H14NO | the OMol25 dataset | ωB97M-V/def2-TZVPD
C 0.632 2.212 0.627
C 0.099 0.763 0.620
C -0.466 0.306 -0.712
C -1.932 0.605 -0.823
C -2.865 -0.329 -0.746
N 1.214 -0.193 1.021
H 0.419 2.682 -0.329
H 1.699 2.251 0.869
H 0.199 2.762 1.471
H -0.700 0.667 1.341
H 0.062 0.703 -1.594
H -0.349 -0.784 -0.877
H -2.194 1.638 -1.076
H -3.921 -0.194 -0.840
H -2.475 -1.330 -0.602
H 0.923 -1.154 0.875
H 2.034 -0.019 0.440
H 1.458 -0.031 1.995
H 2.450 -3.554 0.028
H 1.404 -2.841 -0.786
O 2.186 -2.653 -0.241
```



(4)
Computed, not measured: 2 unconnected molecules or ions with the total composition C5H14NO, with ωB97M-V/def2-TZVPD.

Calculated values
- frontier orbital gap (eV) = 5.49
- charge = +1
- highest occupied orbital energy (eV) = -12.598

Geometry as XYZ:
```
21
C5H14NO | the OMol25 dataset | ωB97M-V/def2-TZVPD
C 0.817 -1.110 -0.518
O -0.283 -0.968 -1.422
C 1.251 0.240 -0.188
C 0.373 1.329 0.082
C 0.758 2.141 1.344
C 0.808 1.229 2.548
N -2.818 -2.657 -2.208
H 0.311 -1.640 0.300
H 1.598 -1.741 -0.937
H 0.120 -0.549 -2.199
H 2.285 0.514 -0.413
H -0.669 1.047 0.190
H 0.467 1.977 -0.812
H -0.009 2.885 1.537
H 1.748 2.573 1.272
H 1.373 1.715 3.339
H 1.371 0.310 2.347
H -0.140 0.913 2.968
H -3.680 -2.601 -1.678
H -2.873 -2.006 -2.979
H -2.807 -3.603 -2.572
```



Name the least stable of them. (1).